Density functional theory data (ωB97M-V/def2-TZVPD) for a cluster of 6 separate species, C48H93N6O12S2 in total at a distorted geometry.

Each line ends with the Löwdin charge.
Geometry (Å):
C -2.6109 6.1358 4.8477  -0.11
O -1.3341 6.5757 4.4132  -0.19
C -0.4472 5.4660 4.5383  -0.27
C 1.0111 5.9121 4.5224  -0.12
C 1.8836 5.7219 3.2530  -0.07
C 1.6671 4.5892 2.2861  -0.06
N 1.7380 4.8543 1.0315  0.00
N 1.9292 6.0897 0.4142  0.11
C 3.0483 6.6020 0.5166  -0.71
S 4.4748 7.1333 0.6884  0.94
C 1.4694 3.6969 0.0769  -0.22
C 2.7557 3.0115 -0.4906  -0.08
O 3.9396 3.7952 -0.2667  -0.06
C 4.6836 3.8534 -1.4581  -0.47
C 4.6506 5.1453 -2.2575  0.02
O 5.3288 2.9027 -1.8123  0.16
C 0.7961 4.2312 -1.1912  -0.06
C 0.0140 3.0879 -1.8975  -0.28
C 0.7360 2.5467 -3.2449  0.01
O 0.5471 1.8496 -1.8322  -0.09
C 0.6464 2.8826 1.0883  -0.15
C -0.8955 2.8437 1.0452  -0.13
C -1.7379 4.0648 0.6301  -0.40
S -1.2313 5.6892 1.2750  1.06
C -2.6723 6.6792 1.3598  -0.68
N -2.6783 7.8704 0.9254  0.06
N -3.9421 8.3755 1.1912  0.08
C -4.5836 7.4416 1.7495  -0.18
O -3.8549 6.3062 1.8980  0.04
C 1.4028 3.0252 2.4636  -0.22
C 2.8962 2.5351 2.4843  -0.09
C 3.1376 1.0563 2.1353  -0.17
C 4.6632 0.7755 2.0500  -0.14
C 5.2207 0.5420 3.4670  -0.19
N 4.7758 -0.7415 4.0398  0.05
C 5.8284 -1.5729 4.4588  -0.52
C 5.5919 -2.3584 5.7511  0.00
O 6.8619 -1.7187 3.8428  0.08
N 0.6130 2.5885 3.5928  -0.01
C 1.2240 2.8188 4.9199  -0.04
C 0.1551 1.2532 3.5367  -0.47
C -0.5961 0.7574 4.7766  0.02
O 0.2243 0.5108 2.5825  0.10
H -3.3973 6.8103 4.5137  0.09
H -2.6473 6.0746 5.9451  0.10
H -2.8348 5.1241 4.4779  0.09
H -0.6488 5.0427 5.5364  0.12
H -0.7272 4.6863 3.8214  0.08
H 1.0150 6.9802 4.7577  0.13
H 1.5026 5.4490 5.3785  0.10
H 1.8603 6.6688 2.7089  0.11
H 2.9294 5.6388 3.5908  0.15
H 2.8866 1.9923 -0.1275  0.12
H 2.6503 2.9080 -1.5718  0.12
H 4.7559 4.9215 -3.3161  0.10
H 3.6833 5.6343 -2.1081  0.07
H 5.4625 5.7761 -1.8927  0.08
H 0.0133 4.9780 -1.0300  0.09
H 1.4754 4.6468 -1.9276  0.12
H -1.0669 3.1623 -1.9480  0.13
H 0.7945 1.5322 -3.6721  0.13
H -0.2750 2.7150 -3.7523  0.09
H 0.9162 1.8527 0.8145  0.13
H -1.3345 2.4915 1.9786  0.11
H -1.1546 2.0522 0.3335  0.13
H -2.7540 3.8916 1.0018  0.09
H -1.8878 4.1842 -0.4439  0.06
H -5.5978 7.4974 2.1086  0.14
H 3.4655 3.2215 1.8466  0.11
H 3.3631 2.6916 3.4620  0.11
H 2.5802 0.6842 1.2775  0.10
H 2.7841 0.4696 2.9916  0.10
H 4.7767 -0.1737 1.5231  0.12
H 5.1637 1.6207 1.5713  0.11
H 6.3081 0.6394 3.4729  0.12
H 4.8597 1.3356 4.1383  0.11
H 4.2073 -0.5650 4.8586  0.11
H 5.4688 -1.7035 6.6168  0.08
H 6.4480 -3.0183 5.8792  0.08
H 4.7219 -3.0174 5.6554  0.08
H 2.0033 3.5742 4.8319  0.08
H 1.7524 1.9467 5.3195  0.11
H 0.5196 3.1518 5.6809  0.10
H -1.1199 1.5618 5.2958  0.09
H -1.2206 -0.1004 4.5466  0.10
H 0.1795 0.3915 5.4634  0.09
C -1.8201 -0.9473 -2.4474  -0.08
C -2.7792 -1.7061 -3.3488  -0.28
O -2.4768 -1.5842 -4.7280  -0.16
C -1.2036 -2.0593 -5.1315  -0.28
C -0.9834 -3.5340 -4.8496  -0.06
H -1.7992 0.1116 -2.7177  0.07
H -2.1294 -1.0373 -1.4048  0.08
H -0.7996 -1.3257 -2.5251  0.07
H -3.7827 -1.2999 -3.2194  0.12
H -2.8337 -2.7609 -3.0619  0.10
H -0.4105 -1.4519 -4.6779  0.10
H -1.1468 -1.8896 -6.2073  0.12
H -1.0148 -3.7547 -3.7811  0.07
H -0.0104 -3.8492 -5.2269  0.06
H -1.7556 -4.1350 -5.3328  0.07
C -4.4056 -5.1460 -8.3183  -0.08
C -3.0846 -4.4036 -8.4209  -0.28
O -1.9549 -5.2045 -8.1218  -0.17
C -1.7529 -6.3384 -8.9489  -0.28
C -1.5651 -6.0010 -10.4179  -0.08
H -4.5256 -5.5722 -7.3203  0.07
H -5.2367 -4.4663 -8.5117  0.08
H -4.4716 -5.9655 -9.0350  0.07
H -3.0783 -3.5887 -7.6944  0.11
H -2.9726 -3.9416 -9.4078  0.11
H -2.5693 -7.0562 -8.8144  0.11
H -0.8495 -6.8221 -8.5763  0.12
H -2.4501 -5.5281 -10.8457  0.07
H -1.3634 -6.9078 -10.9890  0.08
H -0.7283 -5.3127 -10.5474  0.08
C 0.8280 -1.1975 10.3375  -0.08
C 0.5873 0.2099 9.8202  -0.28
O -0.0756 0.2540 8.5656  -0.18
C -1.3671 -0.3346 8.5193  -0.28
C -2.3633 0.3057 9.4699  -0.07
H 1.4012 -1.7785 9.6132  0.08
H 1.3821 -1.1637 11.2758  0.08
H -0.1053 -1.7307 10.5217  0.07
H 1.5486 0.7023 9.6686  0.12
H 0.0439 0.8085 10.5585  0.11
H -1.2982 -1.4135 8.6915  0.11
H -1.7204 -0.2054 7.4949  0.10
H -2.0655 0.1906 10.5124  0.07
H -3.3450 -0.1540 9.3517  0.08
H -2.4509 1.3748 9.2688  0.08
C 2.7141 -5.5210 -6.1876  -0.08
C 2.4701 -6.7064 -5.2688  -0.28
O 3.6121 -7.5169 -5.0646  -0.16
C 4.7350 -6.8821 -4.4807  -0.28
C 4.4653 -6.3024 -3.1023  -0.08
H 3.0867 -5.8569 -7.1564  0.08
H 1.7871 -4.9673 -6.3429  0.06
H 3.4503 -4.8288 -5.7753  0.07
H 1.7180 -7.3556 -5.7177  0.12
H 2.0612 -6.3750 -4.3073  0.11
H 5.1312 -6.1152 -5.1556  0.11
H 5.5034 -7.6511 -4.3998  0.12
H 3.7123 -5.5131 -3.1305  0.06
H 5.3799 -5.8756 -2.6883  0.08
H 4.1041 -7.0787 -2.4260  0.08
C -6.3497 -3.6616 -5.0178  -0.07
C -5.4585 -4.4899 -4.1097  -0.28
O -5.5514 -4.1323 -2.7409  -0.17
C -6.8309 -4.2630 -2.1461  -0.28
C -7.3818 -5.6782 -2.1784  -0.08
H -6.1222 -2.5996 -4.9105  0.08
H -6.1971 -3.9488 -6.0587  0.06
H -7.4079 -3.7953 -4.7878  0.07
H -4.4177 -4.3284 -4.3961  0.11
H -5.6548 -5.5599 -4.2386  0.11
H -7.5355 -3.5597 -2.6035  0.11
H -6.7104 -3.9510 -1.1080  0.12
H -7.5373 -6.0334 -3.1978  0.07
H -8.3412 -5.7203 -1.6614  0.08
H -6.6910 -6.3678 -1.6907  0.08

The value obtained for the HOMO-LUMO gap is 0.255 Eh. The net charge is +1.